Here is C33H33As2Br2NOPtS as an isolated structure from the Open Molecules 2025 dataset. Energies are from ωB97M-V/def2-TZVPD.

The value obtained for the total energy is -11544.33593 a.u. Its orbital gap (spin up / spin down) is 0.2126 / 0.2126 Eh. The molar mass comes out at 996.43 g/mol. The energy above the lowest of the compared OMol25 structures with the same formula, charge and spin comes out at 2.307 eV.

ORCA input file:
```
! wB97M-V def2-TZVPD RIJCOSX def2/J DEFGRID3
* xyz 0 1
H 1.37151 -3.22585 -1.41719
As 1.07276 -1.63587 0.49821
H 0.83056 5.28810 -0.85046
C 0.19612 3.28921 -1.26592
H 2.76458 -3.29942 -0.34666
H 1.84706 -4.83738 0.78322
C -1.97064 -0.31260 6.41785
H -4.13531 1.83089 2.16730
Br -2.69183 -0.17799 8.17638
H 1.90276 -1.79631 -6.40480
C 0.55992 1.94903 -1.33978
C -2.12234 1.55908 -2.55076
C -3.78764 1.09451 5.43476
C -2.97359 2.15499 -1.62118
H 3.17018 4.64194 -0.37026
H 3.84296 2.26379 -0.53158
H -0.82016 3.59085 -1.47949
C -2.05302 0.16576 4.03969
Pt -1.23165 0.29152 0.75050
H 0.80364 -5.23658 2.14155
C 2.11678 -2.61724 -0.89792
H -0.23648 -3.03594 2.14061
H -5.00830 3.79850 -3.77028
H 3.57993 -2.59197 2.45679
C -0.83428 -1.04454 6.22157
C 3.78139 -1.72549 1.82888
C 2.96087 -1.86370 -1.92144
C -0.08734 -1.54600 -3.68233
H 3.52857 -2.57984 -2.51940
H -0.32407 -3.68290 0.51514
C 2.52072 -0.89161 1.62199
C -0.29334 -1.17901 4.94088
C 1.67403 -0.03774 -5.19829
C -3.35255 2.56583 -4.35289
C -2.61576 0.31835 5.33306
As -0.71011 0.51722 -1.75600
C -2.31910 1.75604 -3.91075
C -0.85709 -0.59151 3.80720
H -3.49493 2.72908 -5.41278
C 2.44273 3.88806 -0.64282
H -0.78045 -2.12734 -3.08482
C 1.06393 0.52804 -4.08949
C 0.36502 -3.31263 1.28070
C 0.18275 -0.22768 -3.32829
C 1.87982 1.59651 -1.07123
C -4.01624 2.96452 -2.07091
H 4.20833 -2.06962 0.88503
H 1.27469 1.55641 -3.82001
H -5.23050 2.23408 4.34811
H 2.77074 0.05929 1.14762
H 2.09973 -4.07026 2.35665
C 1.13186 4.25039 -0.91357
Br 1.28776 -2.21457 4.76824
H 2.34557 -1.28226 -2.60875
C 2.81882 2.55616 -0.72957
H 2.06513 -0.65186 2.57874
S -2.71612 2.00033 0.10531
C -4.33131 1.63559 4.30563
H 0.31845 -3.13848 -5.05655
N -2.60763 0.71218 2.93976
H 3.68060 -1.19558 -1.44299
C -4.19845 3.16687 -3.42854
C 1.41333 -1.35727 -5.54530
H -0.34781 -1.52794 7.05691
H 4.53925 -1.12333 2.33493
H -4.67547 3.42784 -1.34770
H -4.24371 1.24894 6.40255
C -3.70824 1.41287 3.06723
H 2.16844 0.55810 -1.14528
H -1.65481 1.28160 -4.62306
C 1.34486 -4.42157 1.65615
H 2.35920 0.55356 -5.79151
O -0.38249 -0.69540 2.62076
C 0.52742 -2.11075 -4.78935
*
```

From a Mulliken analysis of the wavefunction, the atomic charges in e read: number 1, H, carries 0.558; number 2, As, carries 0.840; number 3, H, carries 0.420; number 4, C, carries -0.608; number 5, H, carries 0.574; number 6, H, carries 0.289; number 7, C, carries -0.129; number 8, H, carries 0.365; number 9, Br, carries -0.260; number 10, H, carries 0.397; number 11, C, carries 0.516; number 12, C, carries 0.252; number 13, C, carries -0.726; number 14, C, carries 0.515; number 15, H, carries 0.367; number 16, H, carries 0.454; number 17, H, carries 0.363; number 18, C, carries 0.022; number 19, Pt, carries 0.757; number 20, H, carries 0.411; number 21, C, carries -1.072; number 22, H, carries 0.395; number 23, H, carries 0.372; number 24, H, carries 0.207; number 25, C, carries -0.598; number 26, C, carries -1.239; number 27, C, carries -1.090; number 28, C, carries -0.469; number 29, H, carries 0.407; number 30, H, carries 0.529; number 31, C, carries -0.139; number 32, C, carries 0.434; number 33, C, carries -0.796; number 34, C, carries -0.801; number 35, C, carries 1.010; number 36, As, carries 1.142; number 37, C, carries -0.580; number 38, C, carries -0.246; number 39, H, carries 0.391; number 40, C, carries -0.627; number 41, H, carries 0.412; number 42, C, carries -0.056; number 43, C, carries -0.538; number 44, C, carries 0.104; number 45, C, carries 0.338; number 46, C, carries -0.703; number 47, H, carries 0.249; number 48, H, carries 0.443; number 49, H, carries 0.403; number 50, H, carries 0.199; number 51, H, carries 0.165; number 52, C, carries -0.711; number 53, Br, carries -0.169; number 54, H, carries 0.200; number 55, C, carries -0.778; number 56, H, carries 0.308; number 57, S, carries -0.626; number 58, C, carries -0.937; number 59, H, carries 0.417; number 60, N, carries -0.334; number 61, H, carries 0.316; number 62, C, carries -0.595; number 63, C, carries -0.463; number 64, H, carries 0.436; number 65, H, carries 0.432; number 66, H, carries 0.444; number 67, H, carries 0.330; number 68, C, carries -0.046; number 69, H, carries 0.136; number 70, H, carries 0.395; number 71, C, carries -1.220; number 72, H, carries 0.427; number 73, O, carries -0.924; number 74, C, carries -0.661